{"formula": "C5H8INO2", "method": "ωB97M-V/def2-TZVPD", "species": ["C", "C", "C", "C", "C", "N", "O", "O", "I", "H", "H", "H", "H", "H", "H", "H", "H"], "coordinates": [[2.5488, -1.5931, 1.1182], [-1.6993, 1.6180, -0.9788], [-0.4163, 0.9049, -0.9921], [-2.1559, 0.2616, -0.3524], [1.4007, -0.9331, 1.3205], [-0.7155, -0.1317, -0.2858], [2.7404, -2.9366, 1.3694], [3.6074, -1.0863, 0.4119], [-0.0047, -1.8177, 2.6780], [-1.6732, 2.4018, -0.2134], [-2.2137, 1.8237, -1.8417], [0.6774, 1.2556, -1.1537], [4.1794, -1.8702, 0.3658], [-2.8473, 0.3741, 0.6059], [-2.6866, -0.4515, -1.1201], [1.5137, 0.1125, 0.9735], [2.0866, -3.2431, 2.0076]], "gap_ev": 8.65, "fmax_ev_per_a": 3.27, "homo_ev": -8.2, "total_energy_ha": -698.12408}